[1]
17
Properties=species:S:1:pos:R:3:forces:R:3 method="wB97M-V/def2-TZVPD" gap_ev="7.15 / 8.58" de_lowest_kcal_mol=133.37 mol_weight_g_mol=94.16 energy_ha=-272.5055 max_force_ev_per_a=2.83 homo_energy_ha="-0.2493 / -0.2847"
C 2.37654 0.20454 0.91060 -0.322 -0.218 -0.396
H -1.90423 1.81597 0.82890 0.002 0.009 0.010
H -0.40680 -1.42545 1.29165 0.159 -0.002 -0.039
C -0.90943 0.55050 -1.42459 0.194 -0.097 -0.376
C -0.67754 0.27706 0.00544 -1.497 -0.073 -0.507
C 0.44328 -1.97107 -0.61280 -0.504 -0.814 -0.808
H -0.17119 2.00193 1.15111 -0.164 0.017 0.025
H -1.09493 0.81591 2.05309 -0.034 -0.082 -0.045
H -1.47369 1.46694 -1.59617 -0.045 -0.074 0.017
H 0.72313 -1.67547 -1.61230 -0.078 0.066 0.001
C -0.99042 1.26799 1.06480 0.317 0.155 0.000
H 0.03596 0.63715 -1.98446 -0.047 0.090 0.041
C 1.33122 -0.30581 0.58545 -0.284 -0.799 1.200
H 0.82394 -2.91316 -0.25127 -0.013 0.000 0.050
C -0.03803 -0.99813 0.35551 2.313 1.426 0.790
H 3.35221 0.56556 1.11701 0.048 0.143 0.030
H -1.42003 -0.31447 -1.88198 -0.046 0.254 0.007

---

[2]
17
Properties=species:S:1:pos:R:3:forces:R:3 method="wB97M-V/def2-TZVPD" smiles="C=C1CCC12CC2" gap_ev=10.02 de_lowest_kcal_mol=76.41 mol_weight_g_mol=94.16 energy_ha=-272.5962 max_force_ev_per_a=5.20 homo_energy_ha=-0.3255
C -0.08626 2.05737 -0.73794 -4.504 1.077 -2.369
H -0.87951 2.68573 -1.31803 1.653 -0.826 1.229
H 1.85418 -0.90678 1.76296 -0.998 0.574 0.234
H -1.11740 -1.96980 0.53429 -0.593 1.018 0.301
C 0.19777 -0.26495 0.20676 2.034 -1.524 2.293
C -0.46479 0.84477 -0.43978 -0.626 -0.886 -0.660
H -1.28426 -0.60294 1.70962 -0.709 0.366 0.229
C -1.77410 0.00208 -0.51771 2.629 -1.005 1.057
C 1.54341 -0.22824 0.95537 -0.008 0.242 1.020
H 0.86543 2.41258 -0.68763 2.512 0.958 0.483
H -2.64858 0.49793 -0.23573 -1.701 0.580 -0.426
C -1.13552 -0.85068 0.67435 1.334 -1.809 -1.741
H 1.36868 -1.99139 -0.10834 -0.028 -4.130 0.568
H 1.94611 0.76843 1.10394 0.394 -0.138 -0.654
H 1.87805 -0.73832 -1.23576 -0.096 0.072 0.302
H -1.70524 -0.69916 -1.39295 -0.747 1.129 0.567
C 1.44202 -1.01663 -0.27340 -0.546 4.303 -2.434

---

[3]
17
Properties=species:S:1:pos:R:3:forces:R:3 method="wB97M-V/def2-TZVPD" gap_ev=8.44 de_lowest_kcal_mol=137.67 mol_weight_g_mol=94.16 energy_ha=-272.4986 max_force_ev_per_a=0.65 homo_energy_ha=-0.2798
H 1.55016 -0.37147 1.59964 -0.311 -0.006 -0.289
C -0.49366 0.39067 -0.04725 0.082 0.036 0.135
H -1.45117 -0.64919 1.65848 0.117 0.048 -0.058
H 0.00594 1.84818 -1.53546 -0.107 -0.037 0.198
H -0.54553 0.87765 2.06006 -0.022 -0.206 -0.165
C -0.65412 0.03927 1.36593 -0.169 0.024 0.028
H 0.94256 -2.50174 -0.20624 -0.048 0.271 -0.016
H 2.62746 -0.52464 -0.25704 -0.289 -0.012 -0.083
H -0.56469 -0.76403 -1.94304 -0.007 0.007 0.260
C -0.54088 1.78646 -0.59030 0.121 -0.143 0.110
H -1.59364 2.07479 -0.74945 0.215 -0.139 0.039
C -0.62958 -0.89822 -0.86001 -0.025 0.011 0.002
C 0.67586 -0.56245 0.97280 0.286 0.495 -0.313
H -0.10992 2.49590 0.12562 -0.071 -0.145 -0.140
C 1.63366 -0.35963 -0.74027 0.053 -0.263 0.425
H -1.54440 -1.44700 -0.59003 0.188 0.121 -0.020
C 0.69195 -1.43453 -0.26345 -0.014 -0.063 -0.115

---

[4]
17
Properties=species:S:1:pos:R:3:forces:R:3 method="wB97M-V/def2-TZVPD" smiles=C[C@]12C[C@@H]3[C@H](C1)[C@@H]32 gap_ev=10.37 de_lowest_kcal_mol=57.31 mol_weight_g_mol=94.16 energy_ha=-272.6267 max_force_ev_per_a=0.40 homo_energy_ha=-0.3405
H -1.45338 -1.28645 -0.73404 0.099 -0.149 0.167
C -0.48970 -1.20883 -0.21694 0.081 -0.120 -0.189
H 0.82028 -1.45702 -2.14496 -0.015 0.081 0.079
C 1.13049 0.31358 0.78174 -0.029 -0.010 0.209
C 0.57590 -0.89511 -1.25174 0.000 -0.198 -0.343
H -1.92029 1.69793 0.76779 0.180 -0.031 0.081
H 1.38784 1.32179 1.12254 -0.094 -0.107 -0.022
H 2.54500 0.25048 -1.09836 -0.277 -0.044 0.137
H -0.39956 -1.99533 0.53758 0.216 -0.126 -0.110
H -2.32132 -0.00270 1.01270 -0.109 0.126 -0.017
H 1.43350 -0.42904 1.53192 -0.068 0.103 -0.040
H -1.23180 0.78557 2.14085 -0.081 0.155 -0.169
C -0.33316 0.23487 0.26621 -0.232 -0.084 0.300
H -0.02905 1.26728 -1.96527 0.054 -0.038 0.150
C 0.24013 0.57499 -1.17737 -0.178 0.225 -0.278
C 1.56285 0.09650 -0.65535 0.167 0.029 0.038
C -1.51771 0.73147 1.08272 0.287 0.189 0.008